{
  "formula": "C38H34ClFN6O6S",
  "method": "wB97M-V/def2-TZVPD",
  "elements": ["Cl", "S", "F", "O", "O", "O", "O", "O", "O", "N", "N", "N", "N", "N", "N", "C", "C", "C", "C", "C", "C", "C", "C", "C", "C", "C", "C", "C", "C", "C", "C", "C", "C", "C", "C", "C", "C", "C", "C", "C", "C", "C", "C", "C", "C", "C", "C", "C", "C", "C", "C", "C", "C", "H", "H", "H", "H", "H", "H", "H", "H", "H", "H", "H", "H", "H", "H", "H", "H", "H", "H", "H", "H", "H", "H", "H", "H", "H", "H", "H", "H", "H", "H", "H", "H", "H", "H"],
  "coordinates": [[-0.6317, -0.3571, 2.5329], [4.3728, 2.1591, -1.4538], [3.1912, -3.1786, 0.7293], [1.6896, 3.5143, -4.1088], [2.0993, -0.8277, -3.0008], [-3.8100, -2.2583, 0.8851], [-0.8099, 3.5775, -0.5910], [5.0048, 1.8140, -6.7409], [-7.9606, -3.2231, 4.5295], [-1.7416, 3.4631, 0.3888], [-5.9910, -3.5250, 3.4308], [-5.0728, -1.1596, 2.4427], [3.3142, 3.2915, -6.4711], [1.1270, 0.9001, -1.9542], [2.8599, 1.5886, -4.1414], [-4.6633, -2.2450, 1.7443], [5.6175, -0.0649, -1.8869], [-7.8340, -3.1492, 2.0806], [-0.4975, 2.4397, -2.7475], [-3.6982, 0.5687, 1.4039], [-3.2476, 1.8866, 1.3844], [-4.6477, 2.3876, 3.2725], [4.1798, 1.2744, 1.1982], [5.1676, 1.0320, -2.5361], [0.8124, 1.7731, -0.8526], [5.2822, 1.3364, -3.9919], [4.6244, 1.0927, -0.1020], [2.0557, -0.9176, -0.6432], [4.2132, 2.3947, -6.0350], [-6.6879, -3.6531, 1.2045], [1.7789, 2.3225, -3.8639], [-3.7280, 2.7972, 2.3274], [-2.2602, 2.2974, 0.4077], [4.4552, 0.2909, 2.1267], [0.6480, -1.5144, 2.6802], [2.4388, -2.7768, 1.7681], [2.7004, -3.3371, 3.0034], [-7.3281, -3.3090, 3.5069], [5.3298, -0.0630, -0.4899], [0.6495, 1.5209, -3.1868], [1.4154, -1.8497, 1.5580], [-1.7154, 1.4116, -0.6898], [-5.4367, -3.5293, 2.1024], [-0.5860, 2.3021, -1.2226], [5.1746, -0.8484, 1.7674], [1.7595, -0.2886, -1.9531], [1.9258, -2.9697, 4.0890], [-4.6081, 0.1599, 2.3689], [0.8970, -2.0585, 3.9286], [-5.0884, 1.0758, 3.3020], [1.1365, -1.2372, 0.2639], [4.1280, 2.1930, -4.5063], [5.6122, -1.0328, 0.4744], [3.2453, 3.4841, -7.4566], [-1.3532, 0.4563, -0.3183], [-0.2373, 3.4723, -2.9933], [5.3139, 0.4017, -4.5569], [0.2873, -1.7654, 4.7685], [1.5092, 2.6214, -0.8381], [4.1542, 3.1892, -4.0426], [0.0929, -1.0121, 0.0897], [6.2165, 1.8680, -4.1965], [6.1553, -1.9220, 0.1930], [0.3345, 0.7289, -3.8745], [3.0925, -1.1849, -0.5091], [4.1109, 0.4049, 3.1437], [0.8493, 1.2677, 0.1093], [-8.7573, -3.7079, 1.9426], [-8.0547, -2.0940, 1.9073], [3.6310, 2.1627, 1.4708], [-6.8450, -4.6987, 0.9410], [-5.4292, -3.6941, 4.2494], [-5.0242, 3.0910, 3.9995], [-4.7486, -4.3669, 1.9519], [2.8278, 0.5820, -3.9850], [-3.3665, 3.8118, 2.2978], [2.6587, 3.7156, -5.8263], [-5.8026, 0.7578, 4.0486], [-2.4896, 1.2216, -1.4371], [6.1275, -0.8737, -2.3789], [2.1210, -3.3951, 5.0605], [-3.3425, -0.1490, 0.6855], [-6.5743, -3.0835, 0.2841], [3.5009, -4.0533, 3.0969], [5.3853, -1.5969, 2.5167], [-5.7687, -1.3222, 3.1606], [-1.4368, 2.1913, -3.2371]],
  "forces_ev_per_angstrom": [[-0.13, 0.10, 0.00], [0.25, -0.28, 0.12], [-0.09, 0.05, 0.06], [0.01, 0.43, 0.07], [0.07, -0.29, -0.16], [0.16, -0.01, -0.26], [0.39, 0.10, -0.63], [0.32, -0.28, -0.17], [-0.25, 0.02, 0.26], [-0.60, -0.06, 0.79], [0.55, -0.23, -0.01], [-0.36, 0.16, 0.36], [-0.33, 0.39, -0.33], [-0.32, 0.01, -0.04], [0.36, -0.17, -0.31], [-0.19, -0.51, 0.28], [-0.08, 0.23, -0.32], [-0.08, -0.06, -0.07], [0.01, 0.20, 0.11], [0.15, 0.15, -0.18], [-0.57, 0.01, 0.66], [0.01, -0.01, -0.02], [-0.03, 0.01, 0.11], [-0.03, -0.01, 0.33], [-0.15, 0.42, 0.43], [-0.04, 0.18, -0.24], [0.17, 0.00, -0.31], [-0.05, -0.33, 0.20], [-0.08, 0.17, 0.52], [-0.06, 0.01, -0.06], [-0.24, -0.49, 0.04], [0.06, -0.06, -0.12], [0.78, -0.09, -0.77], [-0.09, 0.12, 0.05], [0.33, -0.24, 0.05], [-0.19, -0.03, 0.22], [0.05, 0.01, -0.15], [-0.38, 0.05, -0.10], [-0.13, 0.31, 0.38], [-0.10, 0.05, -0.35], [0.12, -0.20, 0.21], [0.00, 0.39, -0.01], [0.32, 0.04, -0.28], [0.13, -0.51, -0.06], [0.09, -0.11, 0.00], [-0.09, 0.07, 0.09], [-0.03, 0.06, -0.15], [0.07, 0.33, 0.00], [-0.10, 0.05, 0.06], [0.06, -0.13, -0.12], [0.12, 0.13, -0.43], [0.16, -0.01, -0.14], [-0.01, 0.05, -0.03], [0.06, -0.08, 0.04], [-0.02, -0.07, 0.01], [-0.07, -0.11, 0.00], [0.07, 0.06, 0.01], [-0.06, 0.05, 0.05], [-0.06, -0.02, 0.04], [0.00, -0.12, -0.07], [-0.03, 0.09, -0.09], [-0.07, -0.08, -0.05], [0.06, -0.12, 0.00], [0.06, 0.11, 0.07], [0.06, 0.01, 0.06], [-0.03, 0.02, 0.10], [0.00, 0.06, -0.06], [-0.01, 0.05, 0.07], [-0.03, 0.00, 0.05], [-0.08, 0.10, 0.08], [0.04, 0.02, 0.00], [-0.13, 0.04, 0.07], [-0.03, 0.06, 0.06], [-0.05, 0.20, -0.01], [-0.14, 0.08, 0.13], [0.01, 0.13, 0.04], [0.04, -0.04, 0.00], [-0.07, -0.04, 0.09], [0.01, -0.06, 0.00], [0.08, -0.16, -0.17], [0.02, -0.04, 0.09], [0.04, -0.03, -0.03], [0.04, -0.07, -0.02], [0.09, -0.08, -0.02], [0.01, -0.08, 0.06], [0.23, -0.07, -0.14], [-0.01, 0.00, 0.00]],
  "total_energy_ha": -3206.79789,
  "smiles": "NC(=O)[C@H](Cc1cc2ccccc2s1)NC(=O)[C@@H]1C[C@@]2(CC(c3cccc(NC(=O)[C@@H]4CCC(=O)N4)c3)=NO2)CN1C(=O)/C=C/c1c(F)cccc1Cl",
  "orbital_gap_ha": 0.3108
}


{
  "formula": "C38H34N6NiO2",
  "method": "wB97M-V/def2-TZVPD",
  "elements": ["Ni", "O", "O", "N", "N", "N", "N", "N", "N", "C", "C", "C", "C", "C", "C", "C", "C", "C", "C", "C", "C", "C", "C", "C", "C", "C", "C", "C", "C", "C", "C", "C", "C", "C", "C", "C", "C", "C", "C", "C", "C", "C", "C", "C", "C", "C", "C", "H", "H", "H", "H", "H", "H", "H", "H", "H", "H", "H", "H", "H", "H", "H", "H", "H", "H", "H", "H", "H", "H", "H", "H", "H", "H", "H", "H", "H", "H", "H", "H", "H", "H"],
  "coordinates": [[0.6970, -1.7940, 0.4335], [-2.0877, 5.4273, 3.2448], [0.2639, -2.8960, 1.8961], [1.1980, -0.4278, 2.2587], [0.4324, -0.7563, -1.1099], [0.1289, -0.4007, -3.3987], [-1.8338, 1.0186, 6.6224], [-1.5074, -0.1589, 6.4260], [1.4164, -2.1639, -2.6575], [2.0454, -0.2448, -4.9116], [-1.0528, -0.7082, 5.1850], [-0.5732, 2.8087, -0.8347], [1.7651, 0.7355, 2.4495], [-0.1796, -2.2309, 2.9249], [3.6557, -4.5959, -0.1151], [1.9054, -2.9423, -0.3938], [-1.5635, 3.3135, 6.1087], [2.6775, -3.7747, 0.4193], [-1.5337, -1.9682, 4.9124], [-2.4412, 3.0288, 3.4979], [3.1324, -3.8063, -2.3319], [-0.0500, -0.1646, 4.3340], [-0.3593, 0.4060, -0.8638], [2.5533, -0.1575, -6.1978], [-2.0577, 4.2794, 3.9727], [-1.1470, -2.7103, 3.7952], [0.3339, -0.9006, 3.1912], [0.6730, 1.0325, 4.5588], [1.6875, -0.1104, -7.2794], [3.3701, -3.8237, -3.8202], [0.1977, 1.6737, -1.0209], [0.6707, -0.3151, -4.7067], [-2.4463, 1.4156, -0.2764], [-2.3406, -1.0898, -0.2956], [-2.4427, 5.3241, 1.8829], [-1.6924, 0.2594, -0.4662], [1.5702, 1.4808, 3.6271], [0.6752, -1.0906, -2.3456], [2.1576, -2.9754, -1.7603], [-2.3513, 1.9147, 4.3267], [3.8755, -4.6128, -1.4863], [-1.6995, -0.3197, -5.5592], [-1.6201, 4.4169, 5.2882], [0.3180, -0.1527, -7.0658], [-1.8910, 2.0449, 5.6300], [-1.9074, 2.6754, -0.4729], [-0.2151, -0.2638, -5.7870], [2.4910, -3.7804, 1.4846], [2.1220, 2.3972, 3.7854], [-2.7923, 2.8994, 2.4829], [-2.2470, -2.3930, 5.6085], [1.2407, 1.7505, -1.3040], [-0.1361, 3.7890, -0.9737], [4.1259, -4.5653, -4.0723], [4.6329, -5.2617, -1.9100], [-0.5663, 0.2838, -3.1453], [-2.6395, 0.9457, 3.9428], [-2.7208, -1.4593, -1.2516], [2.4271, 1.0919, 1.6671], [-1.9662, -1.1668, -4.9252], [-1.7470, 4.6706, 1.3498], [4.2434, -5.2326, 0.5342], [-3.4619, 4.9455, 1.7602], [-0.3585, -0.1120, -7.9109], [-2.0643, 0.5846, -5.0641], [2.7143, -0.2500, -4.0601], [-1.6577, -1.8522, 0.0840], [-2.3828, 6.3297, 1.4753], [2.4661, -4.0862, -4.3798], [-2.5285, 3.5514, -0.3425], [-1.2585, 3.4057, 7.1433], [0.5186, 1.5946, 5.4680], [-2.2303, -0.4126, -6.5047], [2.0759, -0.0368, -8.2863], [-1.3486, 5.4011, 5.6458], [3.7189, -2.8555, -4.1902], [-1.5509, -3.7008, 3.6330], [-3.4840, 1.3157, 0.0215], [3.6235, -0.1103, -6.3498], [-3.1803, -1.0206, 0.3946], [1.5135, -2.3598, -3.6394]],
  "forces_ev_per_angstrom": [[0.50, 0.06, 0.36], [-0.03, 0.04, -0.01], [-0.15, -0.02, 0.06], [-0.46, 0.18, -0.31], [0.06, 0.18, 0.10], [0.03, 0.05, 0.01], [0.04, -0.03, 0.17], [-0.11, -0.06, -0.05], [0.08, 0.01, -0.01], [0.00, 0.02, 0.00], [0.12, 0.05, 0.05], [0.01, -0.01, 0.00], [0.08, 0.03, 0.08], [-0.07, 0.22, -0.13], [0.00, 0.00, 0.00], [-0.13, -0.24, -0.14], [-0.01, -0.01, 0.00], [0.01, -0.02, -0.01], [0.01, 0.00, 0.03], [0.02, -0.01, -0.03], [0.00, 0.01, -0.03], [0.23, 0.01, -0.02], [-0.02, -0.02, -0.05], [0.00, 0.00, -0.01], [0.01, -0.04, 0.03], [0.15, -0.18, 0.03], [-0.18, -0.24, -0.02], [0.05, 0.02, -0.07], [0.01, 0.00, 0.00], [-0.01, -0.01, 0.04], [-0.01, 0.01, 0.01], [-0.02, -0.02, -0.02], [-0.01, 0.02, 0.03], [0.01, -0.02, -0.01], [0.05, -0.01, -0.02], [-0.04, -0.02, 0.00], [-0.05, -0.07, 0.05], [-0.06, -0.08, -0.03], [0.02, 0.01, 0.03], [0.00, 0.02, 0.04], [-0.02, -0.01, 0.00], [0.01, 0.00, -0.01], [0.01, 0.01, 0.00], [0.00, 0.00, 0.00], [-0.09, 0.10, -0.12], [0.01, -0.02, -0.03], [-0.01, -0.01, 0.01], [-0.01, 0.00, 0.00], [0.00, 0.00, -0.01], [0.01, 0.01, 0.03], [0.00, 0.02, 0.02], [0.00, 0.00, 0.00], [0.00, 0.00, 0.00], [0.01, 0.01, -0.01], [0.00, 0.00, 0.00], [0.01, 0.01, 0.01], [-0.01, -0.02, 0.00], [0.01, -0.01, 0.00], [-0.03, 0.02, -0.01], [-0.01, 0.00, 0.00], [-0.02, 0.04, 0.04], [0.00, 0.00, 0.00], [0.00, 0.00, 0.00], [0.00, 0.00, 0.00], [-0.01, 0.00, 0.00], [0.00, 0.00, 0.00], [0.01, 0.02, 0.01], [-0.01, 0.01, 0.00], [0.01, -0.01, -0.01], [-0.01, -0.02, -0.03], [0.00, 0.01, 0.00], [0.02, 0.00, 0.00], [0.00, 0.00, 0.00], [0.00, 0.00, 0.00], [0.00, 0.00, 0.00], [-0.01, 0.01, -0.01], [-0.01, 0.01, -0.05], [0.00, 0.00, 0.00], [0.00, 0.00, 0.00], [-0.02, 0.01, -0.02], [0.00, -0.01, 0.00]],
  "total_energy_ha": -3455.75898,
  "orbital_gap_ha": [0.2645, 0.2657]
}


What is the formula in the second record?
C38H34N6NiO2